Record 1
{"formula": "C4H12N2O2", "method": "the ωB97M-V functional and the def2-TZVPD basis", "elements": ["C", "C", "C", "N", "C", "N", "O", "H", "H", "H", "H", "H", "H", "H", "H", "H", "H", "H", "H", "O"], "positions_angstrom": [[-0.73, -1.77, -1.24], [0.57, -1.06, -1.03], [1.18, -0.99, 0.41], [0.61, 0.27, -1.57], [-0.54, 1.20, -1.63], [-0.08, 2.41, -2.03], [-1.63, 0.83, -1.36], [-0.60, -2.84, -1.11], [-1.50, -1.52, -0.50], [-1.11, -1.59, -2.24], [1.41, -1.47, -1.59], [1.38, -2.03, 0.67], [0.54, -0.42, 1.08], [2.16, -0.51, 0.30], [1.49, 0.70, -1.28], [-0.62, 3.25, -1.88], [0.43, 2.44, -2.90], [-0.89, 0.29, 5.66], [-0.88, 1.61, 6.53], [-1.20, 1.19, 5.72]], "relative_energy_kj_mol": 134.48, "charge": 1, "fmax_ev_per_a": 1.616, "e_lumo_ev": [-3.2, -8.4], "gap_ev": [10.30, 5.06], "multiplicity": 2, "homo_ev": [-13.49, -13.49]}

---

Record 2
{"formula": "C45H94F4N11O9S4", "method": "the ωB97M-V functional and the def2-TZVPD basis", "elements": ["C", "C", "C", "O", "H", "H", "H", "H", "H", "H", "H", "C", "C", "N", "C", "C", "N", "C", "C", "H", "H", "H", "H", "H", "H", "H", "H", "H", "H", "H", "C", "C", "N", "C", "C", "N", "C", "C", "H", "H", "H", "H", "H", "H", "H", "H", "H", "H", "H", "C", "C", "N", "C", "C", "N", "C", "C", "H", "H", "H", "H", "H", "H", "H", "H", "H", "H", "H", "C", "C", "C", "N", "C", "C", "C", "C", "C", "H", "H", "H", "H", "H", "H", "H", "H", "H", "H", "H", "H", "H", "H", "H", "H", "H", "H", "C", "C", "C", "N", "C", "C", "C", "C", "C", "H", "H", "H", "H", "H", "H", "H", "H", "H", "H", "H", "H", "H", "H", "H", "H", "H", "H", "C", "C", "C", "N", "C", "C", "C", "C", "C", "H", "H", "H", "H", "H", "H", "H", "H", "H", "H", "H", "H", "H", "H", "H", "H", "H", "H", "N", "S", "O", "O", "F", "S", "O", "O", "F", "N", "S", "O", "O", "F", "S", "O", "O", "F"], "positions_angstrom": [[-1.97, 1.15, -1.53], [-0.71, 0.72, -0.94], [-0.40, 1.27, 0.47], [-0.42, -0.64, -1.11], [-1.95, 1.11, -2.62], [-2.20, 2.19, -1.29], [-2.87, 0.72, -1.07], [0.01, 1.42, -1.36], [-1.06, 0.81, 1.20], [-0.73, 2.30, 0.61], [0.59, 1.07, 0.87], [0.27, 0.13, -5.01], [-0.03, 1.56, -5.48], [0.78, 2.45, -4.53], [2.09, 2.57, -4.38], [2.36, 3.38, -3.33], [1.14, 3.75, -2.69], [0.20, 3.23, -3.53], [1.02, 4.55, -1.45], [-0.50, -0.50, -5.46], [0.23, 0.05, -3.93], [1.25, -0.17, -5.38], [-1.07, 1.90, -5.45], [0.13, 1.77, -6.54], [2.72, 2.12, -5.12], [3.32, 3.68, -2.93], [-0.85, 3.46, -3.44], [0.02, 4.93, -1.25], [1.76, 5.34, -1.50], [1.32, 3.88, -0.64], [0.53, -1.07, 7.40], [1.17, -0.56, 6.10], [0.83, -1.39, 4.96], [0.98, -2.76, 5.00], [0.62, -3.26, 3.76], [0.32, -2.17, 2.93], [0.34, -0.97, 3.69], [-0.18, -2.27, 1.58], [-0.55, -1.18, 7.34], [0.54, -0.33, 8.19], [0.92, -2.03, 7.73], [2.26, -0.57, 6.16], [0.87, 0.46, 5.87], [1.41, -3.26, 5.85], [0.67, -4.28, 3.40], [0.36, 0.06, 3.39], [0.54, -1.96, 0.83], [-1.07, -1.65, 1.43], [-0.49, -3.30, 1.41], [-2.35, -3.89, -1.13], [-3.67, -3.81, -1.93], [-3.99, -2.60, -2.58], [-3.13, -1.60, -3.02], [-3.85, -0.65, -3.72], [-5.17, -1.00, -3.64], [-5.25, -2.27, -2.98], [-6.34, -0.27, -4.23], [-2.17, -3.12, -0.38], [-1.54, -3.87, -1.86], [-2.20, -4.85, -0.66], [-4.55, -4.15, -1.37], [-3.61, -4.51, -2.76], [-2.08, -1.77, -2.85], [-3.51, 0.27, -4.16], [-6.16, -2.84, -2.91], [-6.84, 0.43, -3.57], [-6.99, -1.10, -4.51], [-5.99, 0.25, -5.12], [-4.14, 6.49, 0.40], [-4.89, 5.17, 0.39], [-4.04, 4.05, 1.14], [-4.82, 2.70, 1.39], [-6.02, 2.96, 2.37], [-4.00, 1.51, 1.99], [-4.73, 0.23, 1.42], [-5.76, 0.69, 0.37], [-5.41, 2.10, 0.08], [-4.52, 7.40, -0.07], [-3.09, 6.49, 0.10], [-4.10, 6.95, 1.39], [-5.05, 4.95, -0.67], [-5.83, 5.28, 0.93], [-3.63, 4.46, 2.06], [-3.17, 3.68, 0.61], [-6.77, 3.48, 1.77], [-5.54, 3.57, 3.13], [-6.62, 2.09, 2.64], [-3.98, 1.59, 3.07], [-3.02, 1.61, 1.52], [-5.12, -0.47, 2.16], [-4.00, -0.31, 0.83], [-6.78, 0.50, 0.71], [-5.63, 0.23, -0.61], [-6.21, 2.68, -0.37], [-4.57, 2.10, -0.62], [3.41, 0.04, 2.38], [4.58, -0.99, 2.53], [4.16, -2.35, 3.12], [5.31, -3.35, 3.40], [6.03, -3.91, 2.10], [6.43, -2.75, 4.34], [6.78, -3.86, 5.38], [6.10, -5.04, 4.85], [4.89, -4.62, 4.17], [2.95, 0.22, 3.35], [2.71, -0.25, 1.60], [3.87, 0.97, 2.05], [5.33, -0.55, 3.19], [5.10, -1.18, 1.59], [3.54, -2.84, 2.37], [3.51, -2.27, 3.99], [6.96, -4.41, 2.35], [6.20, -3.03, 1.47], [5.35, -4.54, 1.53], [7.26, -2.52, 3.67], [5.99, -1.82, 4.71], [7.85, -3.97, 5.54], [6.29, -3.67, 6.33], [6.71, -5.56, 4.11], [5.87, -5.79, 5.60], [4.45, -5.38, 3.53], [4.09, -4.36, 4.87], [0.62, -4.20, -4.12], [2.01, -3.60, -3.90], [2.09, -2.79, -2.57], [3.50, -2.29, -2.26], [4.57, -3.35, -1.94], [3.43, -1.37, -0.98], [3.20, 0.12, -1.51], [4.13, 0.06, -2.65], [3.96, -1.30, -3.42], [0.38, -4.95, -3.37], [0.57, -4.59, -5.13], [-0.15, -3.43, -4.04], [2.43, -3.11, -4.78], [2.55, -4.47, -3.53], [1.84, -3.37, -1.67], [1.42, -1.94, -2.71], [4.73, -3.94, -2.85], [4.12, -4.02, -1.20], [5.53, -2.88, -1.73], [4.32, -1.42, -0.36], [2.61, -1.67, -0.32], [3.25, 0.93, -0.79], [2.13, 0.21, -1.71], [5.13, 0.09, -2.23], [4.04, 0.88, -3.37], [4.83, -1.78, -3.86], [3.14, -1.33, -4.13], [-2.42, 4.66, -4.54], [-3.59, 4.80, -3.34], [-4.18, 3.56, -2.83], [-4.37, 6.04, -3.29], [-2.51, 5.10, -2.17], [-3.36, 4.07, -5.51], [-4.59, 4.81, -5.91], [-3.43, 2.63, -5.56], [-2.33, 4.35, -6.77], [1.09, 2.43, 4.16], [1.60, 3.64, 3.37], [1.81, 4.84, 4.13], [1.16, 3.78, 1.96], [3.07, 3.01, 3.14], [-0.55, 2.76, 4.08], [-1.34, 1.69, 3.54], [-1.06, 4.11, 3.90], [-0.82, 2.47, 5.68]], "relative_energy_kj_mol": 0.00, "charge": 3, "fmax_ev_per_a": 11.417, "e_lumo_ev": -6.4, "gap_ev": 6.45, "homo_ev": -12.87}

---

Record 3
{"formula": "C31H27F5N6SSe2Tl", "method": "the ωB97M-V functional and the def2-TZVPD basis", "elements": ["Tl", "C", "C", "C", "C", "C", "C", "C", "C", "C", "C", "H", "H", "H", "H", "H", "H", "H", "H", "H", "H", "H", "H", "H", "H", "H", "Se", "N", "C", "C", "C", "C", "C", "N", "C", "C", "N", "C", "C", "C", "C", "C", "N", "H", "H", "H", "H", "H", "H", "F", "C", "C", "F", "C", "F", "C", "Se", "C", "F", "C", "F", "S", "C", "N", "C", "C", "N", "H", "H", "H", "H", "H", "H"], "positions_angstrom": [[-0.79, 0.43, 0.00], [-2.37, 3.16, 2.60], [-2.97, 1.97, 2.42], [-2.24, 1.02, 3.26], [-1.09, 1.69, 3.90], [-1.16, 2.97, 3.52], [-0.26, 4.10, 3.89], [-0.10, 0.99, 4.77], [-2.55, -0.33, 3.44], [-4.18, 1.61, 1.63], [-2.75, 4.48, 2.05], [0.67, 3.75, 4.32], [-0.74, 4.74, 4.63], [-0.04, 4.73, 3.03], [0.27, 0.08, 4.29], [-0.56, 0.69, 5.72], [0.75, 1.62, 5.00], [-1.69, -0.98, 2.83], [-3.50, -0.65, 3.04], [-2.34, -0.72, 4.44], [-3.98, 0.77, 0.96], [-4.51, 2.44, 1.01], [-5.01, 1.32, 2.28], [-1.96, 4.87, 1.41], [-2.88, 5.21, 2.86], [-3.67, 4.44, 1.48], [6.30, -1.52, -3.87], [5.89, -0.27, -2.67], [4.64, -0.46, -2.35], [3.92, 0.38, -1.39], [4.54, 1.42, -0.70], [3.80, 2.17, 0.19], [2.45, 1.87, 0.34], [1.85, 0.89, -0.32], [2.56, 0.13, -1.15], [1.88, -1.01, -1.80], [0.60, -1.24, -1.48], [-0.03, -2.27, -2.01], [0.58, -3.15, -2.91], [1.89, -2.93, -3.25], [2.56, -1.84, -2.69], [3.96, -1.55, -3.00], [4.67, -2.24, -3.86], [5.59, 1.61, -0.87], [4.25, 2.97, 0.77], [1.82, 2.46, 1.01], [-1.06, -2.41, -1.72], [0.03, -3.99, -3.30], [2.42, -3.58, -3.93], [-3.07, -6.98, 0.08], [-2.46, -5.87, 0.48], [-1.08, -5.82, 0.57], [-0.36, -6.90, 0.25], [-0.45, -4.66, 0.99], [0.88, -4.67, 1.05], [-1.17, -3.52, 1.33], [-0.27, -1.95, 1.92], [-2.55, -3.60, 1.21], [-3.31, -2.53, 1.50], [-3.19, -4.75, 0.80], [-4.52, -4.77, 0.70], [-2.11, 0.44, -2.91], [-0.63, 0.92, -3.52], [0.13, 1.95, -3.06], [1.25, 2.25, -3.95], [1.32, 0.98, -4.83], [0.04, 0.34, -4.52], [-0.36, 2.69, -2.57], [2.17, 2.39, -3.38], [1.06, 3.14, -4.54], [2.15, 0.33, -4.55], [1.40, 1.22, -5.89], [-0.32, -0.47, -4.99]], "charge": 1, "fmax_ev_per_a": 1.118, "e_lumo_ev": [-4.4, -4.4], "gap_ev": [5.64, 5.64], "homo_ev": [-9.99, -9.99]}

---

Record 4
{"formula": "C7H7NO3", "method": "the ωB97M-V functional and the def2-TZVPD basis", "elements": ["C", "C", "C", "C", "C", "C", "N", "O", "O", "C", "O", "H", "H", "H", "H", "H", "H", "H"], "positions_angstrom": [[1.89, -1.18, 1.22], [0.49, -0.71, 0.61], [-0.66, -1.46, 0.74], [-1.77, -0.92, 0.30], [-1.92, 0.16, -0.51], [-0.72, 0.88, -0.87], [-0.80, 2.01, -1.62], [-1.80, 2.29, -2.06], [0.34, 2.64, -1.80], [0.53, 0.45, -0.26], [1.68, 1.01, -0.47], [1.82, -2.10, 1.41], [2.33, -0.85, 2.11], [3.01, -0.88, 0.64], [-0.37, -2.06, 1.32], [-2.77, -1.66, 0.77], [-2.71, 0.56, -0.68], [1.43, 1.83, -0.85]], "smiles": "Cc1cccc([N+](=O)[O-])c1O", "relative_energy_kj_mol": 852.55, "charge": 0, "fmax_ev_per_a": 13.136, "e_lumo_ev": -0.9, "gap_ev": 8.15, "homo_ev": -9.05}

---

Record 5
{"formula": "C12H23As2F12KN4O17S2", "method": "the ωB97M-V functional and the def2-TZVPD basis", "elements": ["K", "As", "F", "F", "F", "F", "F", "F", "As", "F", "F", "F", "F", "F", "F", "O", "C", "O", "O", "H", "C", "N", "O", "O", "H", "H", "H", "C", "N", "O", "O", "H", "H", "H", "C", "N", "O", "O", "H", "H", "H", "C", "C", "O", "S", "O", "O", "O", "H", "H", "H", "H", "C", "C", "O", "S", "O", "O", "O", "H", "H", "H", "H", "N", "C", "C", "C", "C", "H", "H", "H", "H", "H"], "positions_angstrom": [[-0.64, -4.11, 1.59], [-0.96, 0.24, 0.42], [-2.71, 0.34, 0.05], [-0.75, 1.89, -0.08], [0.78, 0.15, 0.80], [-1.16, -1.40, 0.94], [-0.71, -0.37, -1.26], [-1.33, 0.86, 2.08], [0.84, -2.64, 4.68], [2.30, -1.54, 4.62], [1.58, -3.71, 5.89], [-0.51, -3.78, 4.37], [-0.06, -1.64, 3.48], [1.59, -3.64, 3.31], [-0.06, -1.84, 5.98], [-5.48, 0.18, -0.96], [-5.31, 0.17, -2.28], [-5.94, -0.67, -2.93], [-4.61, 1.01, -2.80], [-4.83, 0.81, -0.65], [0.70, -0.53, -4.27], [-0.27, 0.37, -4.97], [0.07, 1.12, -5.87], [-1.41, 0.42, -4.58], [1.64, 0.02, -4.34], [0.66, -1.54, -4.69], [0.38, -0.63, -3.23], [-3.34, 3.71, 3.38], [-3.63, 2.22, 3.39], [-4.49, 1.84, 2.69], [-2.99, 1.70, 4.33], [-4.13, 4.28, 2.90], [-2.36, 3.81, 2.91], [-3.21, 4.02, 4.42], [-3.35, 3.44, -1.17], [-4.28, 3.98, -0.20], [-3.97, 4.94, 0.57], [-5.46, 3.54, -0.22], [-3.69, 3.35, -2.20], [-3.13, 2.40, -0.93], [-2.41, 4.01, -1.22], [2.16, 3.09, 0.98], [3.48, 3.41, 0.41], [3.35, 4.84, 0.31], [3.06, 5.39, 1.83], [2.31, 6.70, 1.79], [4.24, 5.18, 2.67], [1.99, 4.13, 1.95], [2.09, 2.17, 1.55], [1.31, 3.01, 0.30], [3.60, 2.87, -0.53], [4.30, 3.04, 1.03], [3.57, -0.60, -0.98], [3.24, -1.67, -0.06], [4.36, -2.52, -0.35], [4.78, -2.61, -2.00], [3.95, -3.51, -2.72], [6.25, -2.62, -2.03], [4.24, -1.09, -2.15], [4.28, 0.07, -0.51], [2.71, 0.01, -1.27], [2.34, -2.21, -0.36], [3.30, -1.43, 1.01], [-0.68, -4.76, -2.03], [-0.63, -6.02, -1.63], [0.62, -6.29, -1.07], [1.27, -5.04, -1.04], [0.41, -4.12, -1.59], [-1.41, -4.30, -2.55], [-1.41, -6.74, -1.83], [0.97, -7.27, -0.79], [2.22, -4.83, -0.57], [0.39, -3.06, -1.77]], "charge": -1, "fmax_ev_per_a": 5.518, "e_lumo_ev": [1.2, -1.7], "gap_ev": [8.97, 6.11], "multiplicity": 2, "homo_ev": [-7.80, -7.80]}

---

Record 6
{"formula": "C10H23NO2", "method": "the ωB97M-V functional and the def2-TZVPD basis", "elements": ["C", "C", "C", "C", "C", "C", "C", "C", "C", "N", "O", "H", "H", "H", "H", "H", "H", "H", "H", "H", "H", "H", "H", "H", "H", "H", "H", "H", "H", "H", "C", "O", "H", "H", "H", "H"], "positions_angstrom": [[0.38, -1.26, -3.22], [0.07, -0.07, -2.31], [1.02, 1.09, -2.66], [-1.37, 0.34, -2.57], [-1.94, 1.24, -1.50], [-1.77, 0.64, -0.11], [-0.34, 0.21, 0.21], [0.49, 1.44, 0.60], [-0.37, -0.74, 1.38], [0.19, -0.54, -0.93], [1.56, -0.86, -0.69], [-0.22, -2.11, -2.89], [0.21, -1.02, -4.26], [1.44, -1.52, -3.16], [2.06, 0.81, -2.54], [0.87, 1.42, -3.69], [0.85, 1.95, -2.00], [-1.42, 0.89, -3.52], [-2.03, -0.52, -2.71], [-1.43, 2.22, -1.52], [-2.98, 1.52, -1.68], [-2.47, -0.18, 0.07], [-2.03, 1.37, 0.67], [0.25, 1.69, 1.63], [0.26, 2.30, -0.03], [1.55, 1.18, 0.53], [-1.04, -0.41, 2.18], [0.62, -0.87, 1.81], [-0.73, -1.73, 1.08], [1.55, -1.80, -0.51], [1.17, -1.48, 5.37], [1.43, -0.16, 5.81], [0.25, -1.85, 5.83], [1.09, -1.50, 4.28], [2.03, -2.09, 5.63], [0.79, 0.43, 5.41]], "smiles": "CC1(C)CCCC(C)(C)N1O.CO", "relative_energy_kj_mol": 167.28, "charge": 0, "fmax_ev_per_a": 0.829, "e_lumo_ev": 0.7, "gap_ev": 9.31, "homo_ev": -8.62}

---

| no. | calculated total energy (eV) |
| --- | --- |
| 1 | -11409.217 |
| 2 | -137187.236 |
| 3 | -201328.277 |
| 4 | -14996.760 |
| 5 | -245864.855 |
| 6 | -16326.673 |